(1)
{
  "formula": "C5H6N4",
  "method": "wB97M-V/def2-TZVPD",
  "symbols": ["C", "C", "C", "C", "C", "H", "H", "H", "H", "H", "H", "N", "N", "N", "N"],
  "positions_angstrom": [[-1.5965, -0.8104, -0.5833], [-0.5206, -1.4159, 0.5799], [0.1810, -1.7897, -0.6814], [0.3528, 0.2687, -0.4339], [0.3131, -0.1439, 0.8556], [-2.0270, 0.1249, -0.1584], [-2.6122, -1.4054, -0.6884], [-1.0132, -2.1263, 1.2408], [-0.3267, -2.6496, -1.0853], [1.3867, -1.8343, -0.6849], [-0.0875, 1.2057, 2.4630], [-0.2803, -0.4445, -1.3904], [0.7532, 1.6175, -0.6494], [0.8041, 2.1010, 0.6192], [0.4804, 1.0164, 1.4909]],
  "forces_ev_per_angstrom": [[-1.261, 1.575, 3.914], [-2.008, 1.297, -0.698], [3.052, -0.976, -1.650], [2.519, 5.646, -1.917], [-1.627, 0.161, -1.422], [0.331, -0.207, -0.537], [2.645, 0.314, -1.333], [0.869, 0.091, 0.417], [0.262, -0.398, -0.719], [-2.803, -0.315, 0.015], [2.642, -0.173, -3.189], [-1.297, -5.310, -0.542], [-1.151, -1.850, 4.726], [-0.556, -2.264, -1.076], [-1.618, 2.410, 4.009]],
  "mulliken_charge": [-0.302, -0.585, -0.265, 0.103, 0.322, 0.321, 0.296, 0.476, 0.387, 0.269, 0.340, -0.578, -0.299, -0.488, 0.005],
  "total_energy_ha": -412.9004,
  "mol_weight_g_mol": 122.13,
  "homo_ev": -8.72,
  "lumo_ev": 0.407,
  "de_lowest_kcal_mol": 140.1
}

=====

(2)
{
  "formula": "C5H6N4",
  "method": "wB97M-V/def2-TZVPD",
  "symbols": ["H", "N", "C", "C", "N", "C", "N", "C", "C", "N", "H", "H", "H", "H", "H"],
  "positions_angstrom": [[-1.2628, -2.6726, 0.1644], [-2.0012, -1.8982, 0.2106], [-1.3402, -0.7997, 0.0265], [-2.0779, 0.5133, -0.1636], [-1.6567, 1.7270, -0.0463], [-0.3380, 2.0392, 0.1586], [0.7625, 1.2517, 0.1537], [0.8821, -0.0651, 0.0008], [2.2940, -0.5362, -0.0858], [-0.0075, -1.0771, -0.0189], [-3.1429, 0.4332, -0.5021], [-0.1280, 3.1080, 0.3062], [2.9617, 0.2180, -0.5203], [2.3969, -1.4952, -0.6293], [2.6580, -0.7464, 0.9455]],
  "forces_ev_per_angstrom": [[-1.435, 1.319, 0.429], [-0.432, 0.239, -0.587], [-1.560, -2.536, 0.705], [-0.131, 0.151, -0.231], [-0.442, -0.741, -0.442], [3.172, -2.379, 0.299], [-2.815, 4.567, 0.298], [-1.200, -4.361, -0.418], [1.088, -0.597, 0.274], [3.669, 4.478, -0.701], [0.983, -0.317, 0.531], [-0.163, -0.541, -0.001], [-0.280, -0.155, 0.134], [-0.277, 0.605, 0.227], [-0.175, 0.267, -0.517]],
  "mulliken_charge": [0.325, -0.780, 0.572, 0.090, -0.541, 0.075, -0.488, 0.632, -1.036, -0.493, 0.381, 0.376, 0.341, 0.327, 0.220],
  "smiles": "[H]/N=c1/cncnc(C)n1",
  "total_energy_ha": -413.0638,
  "mol_weight_g_mol": 122.13,
  "homo_ev": -9.23,
  "lumo_ev": -1.662,
  "de_lowest_kcal_mol": 37.6
}

=====

(3)
{
  "formula": "C5H6N4",
  "method": "wB97M-V/def2-TZVPD",
  "symbols": ["C", "C", "C", "C", "C", "N", "N", "N", "N", "H", "H", "H", "H", "H", "H"],
  "positions_angstrom": [[2.0008, -2.1026, -2.4560], [1.5159, -0.1884, -1.4673], [0.3199, -1.9271, -1.1660], [1.3346, 0.6881, -0.3364], [-1.0357, -0.4297, -0.1134], [2.1016, -0.8731, -2.2582], [0.8887, -2.5462, -2.0548], [-0.0285, 0.6864, 0.2875], [-0.4012, -1.7840, -0.1399], [2.1089, 0.5577, 0.4059], [1.3246, 1.7157, -0.8540], [-1.9188, -0.3060, 0.6109], [-1.4182, -0.3514, -1.0947], [0.1219, 0.8784, 1.2760], [-0.3111, -2.3368, 0.7313]],
  "forces_ev_per_angstrom": [[1.275, -1.359, 0.043], [0.519, 0.889, 1.583], [-2.337, -1.162, 1.563], [-2.340, 1.118, -1.073], [0.504, 2.549, 3.080], [1.276, 3.192, -1.415], [-0.805, -2.594, -1.210], [-0.277, -2.263, -1.527], [0.371, 0.519, 1.041], [0.729, 0.201, -0.025], [0.771, -0.649, 0.498], [1.450, -0.776, -0.913], [-0.267, 0.903, -1.089], [-0.688, -0.320, -0.013], [-0.181, -0.247, -0.542]],
  "mulliken_charge": [0.245, 0.239, 0.381, -0.260, -0.581, 0.084, -0.035, -0.254, -0.035, 0.385, 0.335, 0.402, 0.406, 0.316, 0.372],
  "charge": 2,
  "total_energy_ha": -412.1377,
  "mol_weight_g_mol": 122.13,
  "homo_ev": [-19.34, -19.34],
  "lumo_ev": [-12.621, -12.184],
  "de_lowest_kcal_mol": 148.5
}

=====

(4)
{
  "formula": "C5H6N4O2S",
  "method": "wB97M-V/def2-TZVPD",
  "symbols": ["C", "C", "N", "C", "C", "N", "N", "S", "O", "O", "C", "N", "H", "H", "H", "H", "H", "H"],
  "positions_angstrom": [[-0.4650, 1.0843, -1.3864], [-0.5252, 0.1221, -0.2489], [0.5423, -0.7860, -0.0283], [0.9796, -1.0127, 1.1988], [2.1394, -1.7567, 0.9933], [2.3470, -1.8703, -0.3485], [1.4090, -1.1556, -0.9006], [-2.3267, -1.0986, -0.4823], [-2.8828, -0.8743, -1.7688], [-2.2490, -2.4446, 0.0665], [-3.3931, -0.0777, 0.6209], [-4.1538, 0.5469, 1.2213], [0.0591, 2.0445, -1.1135], [0.1402, 0.5737, -2.1017], [-1.4123, 1.1949, -1.8077], [-0.8833, 0.5572, 0.6184], [0.3154, -0.5644, 1.9301], [2.6908, -2.3688, 1.6626]],
  "forces_ev_per_angstrom": [[2.141, -0.298, 0.627], [-1.682, -1.881, -1.763], [-0.504, 2.452, 0.684], [0.440, -1.135, 1.541], [-1.211, -0.139, 0.481], [-0.958, 1.483, 0.749], [0.788, -1.580, -3.920], [1.383, 0.000, 1.262], [-0.250, 0.160, -0.784], [0.171, 1.905, -0.293], [0.043, -0.536, -0.206], [0.448, -0.158, -0.165], [-0.802, -0.956, -0.100], [0.488, -0.004, -0.949], [-1.578, 0.697, -0.566], [-0.261, 0.604, 2.051], [0.832, -0.726, 0.776], [0.511, 0.112, 0.575]],
  "mulliken_charge": [-1.197, -0.353, 0.848, -0.062, -0.558, -0.491, -0.504, 0.980, -0.527, -0.544, 0.324, -0.370, 0.326, 0.391, 0.420, 0.588, 0.318, 0.411],
  "smiles": "C[C@H](n1ccnn1)S(=O)(=O)C#N",
  "total_energy_ha": -961.6681,
  "mol_weight_g_mol": 186.20,
  "homo_ev": -10.47,
  "lumo_ev": -0.678,
  "de_lowest_kcal_mol": 106.9
}

=====

(5)
{
  "formula": "C5H6NO",
  "method": "wB97M-V/def2-TZVPD",
  "symbols": ["C", "C", "C", "C", "C", "N", "O", "H", "H", "H", "H", "H", "H"],
  "positions_angstrom": [[-1.5332, -1.7199, -0.2809], [-1.6442, -0.4892, 0.3649], [-0.8038, 0.8224, 0.2106], [0.4827, 1.1477, -0.0303], [1.7960, 0.6047, -0.3104], [2.2963, -0.3637, 0.3847], [3.5853, -0.5118, 0.3174], [-2.3045, -2.4601, -0.0581], [-0.7133, -2.0752, -0.9841], [-2.5207, -0.2943, 1.0259], [-1.4872, 1.7139, 0.2882], [0.5145, 2.3053, -0.0401], [2.3321, 1.3203, -0.8879]],
  "forces_ev_per_angstrom": [[0.361, 1.803, 0.872], [1.441, -0.327, -1.600], [-2.013, -1.258, 0.355], [-0.641, 1.910, -0.252], [-1.849, 0.571, 0.482], [1.424, -0.587, 0.235], [-0.708, -0.249, -0.082], [0.197, 0.119, -0.066], [-1.022, 0.985, 1.123], [0.603, -0.496, -0.593], [0.643, -1.008, 0.205], [0.222, -1.650, -0.307], [1.342, 0.187, -0.371]],
  "mulliken_charge": [-0.609, -0.176, -0.430, 0.202, -0.356, -0.385, -0.589, 0.239, 0.259, 0.218, 0.168, 0.085, 0.373],
  "smiles": "C=C/C=C\\C=N\\[O-]",
  "charge": -1,
  "total_energy_ha": -323.9971,
  "mol_weight_g_mol": 96.11,
  "homo_ev": -2.76,
  "lumo_ev": 4.045,
  "de_lowest_kcal_mol": 21.6
}

=====

(6)
{
  "formula": "C5H6NO",
  "method": "wB97M-V/def2-TZVPD",
  "symbols": ["C", "C", "C", "C", "C", "N", "O", "H", "H", "H", "H", "H", "H"],
  "positions_angstrom": [[1.5977, 1.5341, 1.5055], [1.5778, 1.6909, 0.1653], [0.8710, 0.5500, 2.1875], [0.0461, -0.7885, 0.4319], [-1.3924, -1.7420, -1.3422], [0.2065, -0.2826, 1.4783], [-0.1839, -1.5386, -0.5046], [2.2027, 2.3072, 1.9585], [1.4756, 1.1717, -0.8222], [0.7650, 0.4382, 3.3118], [-1.5380, -2.7340, -1.3654], [-1.1810, -1.3938, -2.3083], [-2.3358, -1.1675, -0.9310]],
  "forces_ev_per_angstrom": [[0.519, 1.118, -1.942], [0.242, -0.968, -0.349], [1.202, 2.042, 4.177], [-1.042, -0.294, 0.225], [-2.298, 4.270, 1.576], [-1.344, -2.643, -2.092], [0.368, -0.487, -0.607], [-0.142, -0.084, 0.860], [-0.115, 0.663, 1.199], [0.322, 0.414, -1.638], [-0.453, -3.534, 0.250], [0.599, 0.655, -1.161], [2.141, -1.153, -0.497]],
  "mulliken_charge": [-0.096, -0.584, 0.045, 0.496, -0.554, -0.052, -0.252, 0.348, 0.342, 0.385, 0.289, 0.308, 0.326],
  "charge": 1,
  "total_energy_ha": -323.6054,
  "mol_weight_g_mol": 96.11,
  "homo_ev": [-12.77, -13.53],
  "lumo_ev": [-4.936, -6.083],
  "de_lowest_kcal_mol": 166.1
}